Record 1
The following is a DFT calculation (ωB97M-V/def2-TZVPD) of an isolated molecule of C19H21NO3.

Energy above the lowest of the compared OMol25 structures with the same formula, charge and spin (kcal/mol): 36.73
M (u): 311.4
Maximum force (eV Å⁻¹): 0.6
Kohn-Sham gap (hartree): 0.319

```
! wB97M-V def2-TZVPD RIJCOSX def2/J DEFGRID3
* xyz 0 1
C -5.004 -1.901 -0.213
O -3.896 -1.592 -1.027
C -3.012 -0.608 -0.695
C -2.010 -0.418 -1.643
C -1.031 0.542 -1.481
C -1.037 1.331 -0.340
C -2.015 1.148 0.621
C -3.013 0.192 0.465
O -3.999 -0.012 1.400
C -4.001 0.776 2.563
H -3.089 0.632 3.152
H -4.858 0.435 3.142
H -4.122 1.840 2.333
H -1.992 1.767 1.503
C 0.058 2.346 -0.226
N 1.344 1.735 -0.539
C 2.373 1.951 0.310
O 2.274 2.697 1.269
C 3.671 1.211 0.013
C 3.541 -0.265 0.276
C 4.068 -1.201 -0.604
C 3.951 -2.556 -0.344
C 3.302 -2.990 0.799
C 2.776 -2.063 1.683
C 2.898 -0.710 1.426
H 2.493 0.014 2.118
H 2.271 -2.396 2.578
H 3.208 -4.047 1.000
H 4.367 -3.273 -1.037
H 4.574 -0.869 -1.500
H 3.991 1.392 -1.014
H 4.423 1.631 0.686
C 1.411 0.835 -1.675
H 2.212 1.156 -2.352
C 0.087 0.794 -2.444
H 0.138 0.017 -3.206
H -0.073 1.754 -2.945
H 1.642 -0.178 -1.328
H -0.126 3.175 -0.924
H 0.136 2.757 0.782
H -2.030 -1.050 -2.517
H -5.669 -1.043 -0.091
H -5.531 -2.694 -0.744
H -4.698 -2.263 0.770
*
```

Record 2
The following is a DFT calculation (ωB97M-V/def2-TZVPD) of an isolated molecule of C19H21NO4.

Energy above the lowest of the compared OMol25 structures with the same formula, charge and spin (kcal/mol): 59.02
M (u): 327.4
Maximum force (eV Å⁻¹): 0.8
Kohn-Sham gap (hartree): 0.313

```
! wB97M-V def2-TZVPD RIJCOSX def2/J DEFGRID3
* xyz 0 1
C 0.840 5.013 7.476
H 1.093 6.012 7.829
O 0.931 5.072 6.072
C 0.667 3.950 5.354
C 0.305 2.719 5.893
C 0.062 1.646 5.057
C 0.168 1.756 3.670
C 0.533 3.001 3.143
C 0.777 4.074 3.966
H 1.059 5.034 3.563
H 0.626 3.127 2.076
C -0.098 0.594 2.851
C -0.058 0.501 1.516
C -0.358 -0.782 0.855
O -0.656 -1.798 1.455
N -0.298 -0.732 -0.505
H 0.029 0.107 -0.958
C -0.467 -1.896 -1.333
C 0.875 -2.367 -1.919
O 0.725 -3.466 -2.788
C 0.026 -3.370 -3.958
C -0.423 -4.594 -4.448
C -1.107 -4.695 -5.643
C -1.365 -3.552 -6.373
C -0.926 -2.324 -5.907
C -0.222 -2.209 -4.715
O 0.246 -1.004 -4.239
C -0.039 0.166 -4.965
H 0.412 0.979 -4.396
H -1.117 0.339 -5.048
H 0.406 0.140 -5.965
H -1.130 -1.445 -6.497
H -1.903 -3.603 -7.307
H -1.439 -5.659 -5.994
H -0.210 -5.467 -3.852
H 1.513 -2.742 -1.114
H 1.379 -1.531 -2.415
H -0.893 -2.681 -0.703
H -1.162 -1.672 -2.148
H 0.191 1.339 0.881
H -0.362 -0.312 3.385
H -0.218 0.697 5.490
H 0.210 2.585 6.960
H 1.549 4.292 7.894
H -0.173 4.760 7.803
*
```

Record 3
The following is a DFT calculation (ωB97M-V/def2-TZVPD) of a structure of composition C19H21NO4S2 in a non-equilibrium geometry.

Energy above the lowest of the compared OMol25 structures with the same formula, charge and spin (kcal/mol): 63.28
M (u): 391.5
Maximum force (eV Å⁻¹): 3.7
Kohn-Sham gap (hartree): 0.310

```
! wB97M-V def2-TZVPD RIJCOSX def2/J DEFGRID3
* xyz 0 1
C 3.206 -1.428 -3.255
C 2.438 -2.321 -2.268
C 1.813 -1.608 -1.075
N 1.108 -0.336 -1.459
C -0.096 -0.034 -0.953
C -0.994 0.953 -1.619
C -1.112 0.957 -3.028
C -1.789 1.957 -3.723
C -2.505 2.939 -3.001
C -2.521 2.884 -1.604
C -1.803 1.896 -0.948
C 1.887 0.561 -2.361
C 2.425 -0.176 -3.579
H 4.200 -1.186 -2.861
H 3.368 -2.000 -4.177
H 1.639 -2.826 -2.831
H 3.104 -3.102 -1.881
H 1.077 -2.276 -0.608
H 2.590 -1.389 -0.318
H -0.617 -0.907 -0.447
H -0.652 0.147 -3.589
H -1.804 1.954 -4.819
H -3.032 3.721 -3.540
H -3.137 3.589 -1.033
H -1.879 1.868 0.115
H 1.255 1.393 -2.688
H 2.729 0.994 -1.794
H 3.037 0.511 -4.160
H 1.584 -0.458 -4.212
C -0.658 -0.974 6.180
C 0.147 -1.245 5.068
C -0.309 -0.827 3.815
C -1.519 -0.171 3.695
C -2.290 0.173 4.803
C -1.856 -0.267 6.054
S -1.847 0.395 2.024
O -2.745 -0.544 1.400
O -2.200 1.805 2.156
C -0.306 0.240 1.224
S 0.565 -0.932 2.216
O 1.938 -0.502 2.348
O 0.232 -2.243 1.665
H -0.335 -1.311 7.164
H 1.089 -1.782 5.152
H -3.201 0.750 4.668
H -2.465 -0.039 6.930
H 0.237 1.195 1.158
*
```

Record 4
The following is a DFT calculation (ωB97M-V/def2-TZVPD) of an isolated molecule of C19H21NO6S2 in a non-equilibrium geometry.

Energy above the lowest of the compared OMol25 structures with the same formula, charge and spin (kcal/mol): 27.24
M (u): 423.5
Maximum force (eV Å⁻¹): 1.1
Kohn-Sham gap (hartree): 0.309

```
! wB97M-V def2-TZVPD RIJCOSX def2/J DEFGRID3
* xyz 0 1
C -2.611 4.888 -1.451
H -2.221 4.860 -2.472
O -3.580 3.887 -1.240
C -3.229 2.589 -1.393
C -1.948 2.145 -1.723
C -1.703 0.787 -1.838
C -2.724 -0.113 -1.630
C -4.001 0.307 -1.305
C -4.254 1.656 -1.191
H -5.236 2.025 -0.940
H -4.768 -0.433 -1.151
S -2.356 -1.850 -1.657
O -3.503 -2.613 -2.013
O -1.125 -2.061 -2.361
O -2.097 -2.137 -0.076
C -0.917 -1.632 0.412
C 0.269 -2.317 0.225
C 1.464 -1.786 0.679
C 1.475 -0.552 1.321
C 0.276 0.123 1.540
C -0.927 -0.396 1.087
O -2.138 0.198 1.236
C -2.206 1.409 1.953
H -1.846 1.288 2.979
H -3.260 1.680 1.966
H -1.635 2.200 1.456
H 0.312 1.061 2.072
C 2.718 0.023 1.865
N 3.779 0.190 1.065
C 5.071 0.604 1.567
H 5.025 0.671 2.655
C 6.120 -0.423 1.128
H 7.120 -0.093 1.412
O 6.136 -0.570 -0.274
C 4.881 -0.984 -0.755
H 4.973 -1.055 -1.839
C 3.787 0.023 -0.372
H 2.813 -0.308 -0.731
H 4.032 0.991 -0.828
H 4.628 -1.975 -0.346
H 5.905 -1.390 1.607
H 5.323 1.586 1.151
S 2.740 0.422 3.468
H 2.379 -2.344 0.554
H 0.241 -3.262 -0.291
H -0.723 0.414 -2.094
H -1.143 2.843 -1.889
H -3.127 5.833 -1.289
H -1.783 4.803 -0.740
*
```

Record 5
The following is a DFT calculation (ωB97M-V/def2-TZVPD) of a structure of composition C19H22BaN3O11 in a non-equilibrium geometry.

M (u): 605.7
Maximum force (eV Å⁻¹): 1.3
Kohn-Sham gap (hartree): 0.223

```
! wB97M-V def2-TZVPD RIJCOSX def2/J DEFGRID3
* xyz -1 1
Ba -0.221 -0.462 -1.470
C -2.750 5.529 -0.641
O -1.455 4.957 -0.536
C -1.214 3.720 -1.049
O -0.203 3.138 -0.775
N -2.164 3.275 -1.940
N -1.873 2.052 -2.559
H -2.766 6.363 0.057
H -3.523 4.809 -0.370
H -2.933 5.922 -1.647
H -2.630 3.977 -2.493
H -1.269 2.158 -3.370
H -2.733 1.629 -2.878
O 1.297 -2.269 -7.689
C 0.925 -1.985 -6.573
C 0.220 -0.713 -6.131
O 0.045 0.285 -6.806
C -0.152 -0.929 -4.735
C 0.281 -2.209 -4.287
O 0.074 -2.717 -3.139
C 1.074 -2.835 -5.333
O 1.755 -3.853 -5.216
O -0.775 -0.063 -4.025
N 2.856 -4.176 -2.392
C 1.947 -4.298 -1.267
C 1.535 -2.910 -0.827
O 0.584 -2.644 -0.134
O 2.299 -1.914 -1.292
H 3.499 -4.950 -2.456
H 2.945 -2.416 -1.863
H 2.338 -4.084 -3.275
H 2.433 -4.772 -0.410
H 1.021 -4.834 -1.491
C 0.240 0.322 7.065
C 0.124 0.304 5.569
C 0.701 1.307 4.803
C 0.606 1.321 3.414
C 1.264 2.436 2.659
C -0.116 0.303 2.784
C -0.725 -0.706 3.537
C -1.500 -1.814 2.885
C -0.580 -0.699 4.918
C -0.217 0.311 1.284
O -1.350 0.186 0.743
O 0.840 0.475 0.631
H 1.042 0.986 7.390
H 0.449 -0.670 7.469
H -0.681 0.669 7.539
H 1.246 2.103 5.298
H 1.446 3.272 3.337
H 0.660 2.789 1.824
H 2.212 2.118 2.226
H -0.896 -2.361 2.161
H -2.353 -1.417 2.339
H -1.845 -2.518 3.643
H -1.035 -1.497 5.495
*
```

Record 6
The following is a DFT calculation (ωB97M-V/def2-TZVPD) of an isolated molecule of C19H22BrN.

M (u): 344.3
Maximum force (eV Å⁻¹): 0.5
Kohn-Sham gap (hartree): 0.331

```
! wB97M-V def2-TZVPD RIJCOSX def2/J DEFGRID3
* xyz 0 1
Br -1.349 -0.637 1.610
C -2.456 -0.807 0.078
C -2.847 -2.079 -0.303
C -3.670 -2.237 -1.404
C -4.095 -1.126 -2.111
C -3.690 0.138 -1.720
C -2.865 0.324 -0.619
C -2.406 1.694 -0.205
N -0.961 1.741 -0.158
C -0.458 2.882 0.583
C 1.066 2.975 0.447
C 1.628 1.590 0.138
C 1.131 1.169 -1.250
C -0.322 1.626 -1.452
H -0.355 2.587 -1.996
H -0.865 0.892 -2.052
H 1.762 1.612 -2.023
H 1.202 0.085 -1.344
C 3.159 1.560 0.217
C 3.689 0.182 -0.062
C 4.366 -0.103 -1.240
C 4.828 -1.382 -1.500
C 4.615 -2.396 -0.582
C 3.940 -2.122 0.596
C 3.483 -0.843 0.854
H 2.959 -0.636 1.775
H 3.772 -2.909 1.318
H 4.974 -3.395 -0.784
H 5.355 -1.587 -2.420
H 4.537 0.683 -1.962
H 3.575 2.272 -0.499
H 3.463 1.870 1.220
H 1.227 0.891 0.876
H 1.338 3.660 -0.359
H 1.492 3.367 1.372
H -0.924 3.824 0.241
H -0.732 2.731 1.632
H -2.836 2.454 -0.884
H -2.775 1.903 0.806
H -4.019 1.005 -2.277
H -4.739 -1.243 -2.970
H -3.976 -3.228 -1.704
H -2.510 -2.936 0.261
*
```